(1)
Entry from OMol25: a structure of composition C41H31N8O6PZn at a distorted geometry (wB97M-V/def2-TZVPD).

Properties
Relative energy (zero: lowest compared OMol25 entry of this formula, charge and spin) = 25.9 kJ/mol
LUMO = -1.31 eV
Charge = 0
Energy = -4591.04135 Ha

Last column: Löwdin charge in e.
Element x y z (Å)
Zn  -2.45771  -1.16788  0.82135  0.8158
C  -4.36168  2.47310  -2.39326  -0.1244
C  -3.43780  3.08795  -1.55166  -0.1031
C  -3.03884  2.51258  -0.35675  -0.0642
C  -3.55137  1.30596  0.06355  -0.3014
C  -4.41403  0.64529  -0.78814  -0.0474
C  -4.83115  1.26235  -1.98055  -0.1010
N  -3.07515  0.64955  1.20868  -0.0065
C  -2.55130  1.25676  2.31399  -0.2214
C  -2.72474  2.58898  2.66172  -0.0363
C  -2.05010  3.10312  3.76860  -0.0538
C  -1.20314  2.29173  4.56255  -0.0990
C  -1.06400  0.97855  4.29072  -0.0394
C  -1.69826  0.44073  3.16375  -0.2064
N  -1.61334  -0.87785  2.79040  0.0005
N  -0.82998  -1.70818  3.29724  0.1220
C  -0.93468  -2.98179  2.65717  -0.2966
C  -0.00996  -3.91987  3.07362  -0.0084
C  -0.03862  -5.18081  2.54507  -0.0503
C  -0.96491  -5.45976  1.54391  -0.0452
C  -1.79897  -4.43630  1.13100  -0.1148
N  -1.79955  -3.22261  1.67035  0.0856
H  -4.67538  2.99763  -3.32088  0.1138
H  -2.82733  3.97882  -1.88247  0.1267
H  -2.31196  3.02944  0.24790  0.0908
H  -4.83539  -0.31190  -0.57541  0.0949
H  -5.56799  0.68458  -2.57698  0.1151
H  -3.31052  3.28694  2.04476  0.1183
H  -2.18133  4.12930  4.03088  0.0998
H  -0.78771  2.71072  5.44157  0.0919
H  -0.43534  0.29923  4.90489  0.1230
H  0.65972  -3.63276  3.87032  0.1132
H  0.61685  -5.98661  2.86637  0.1159
H  -1.05009  -6.47525  1.11923  0.1186
H  -2.42218  -4.54501  0.26814  0.1118
N  1.93640  1.39733  -0.83570  -0.1356
P  1.25084  1.19439  0.74403  1.0810
C  2.46735  -0.03380  1.41253  -0.3541
C  3.33172  -0.73907  0.57999  -0.1128
C  4.17188  -1.74783  1.02305  -0.0752
C  4.15227  -2.10092  2.36228  -0.0864
C  3.22148  -1.50288  3.19635  -0.0813
C  2.40503  -0.46874  2.73301  -0.0931
C  1.77463  2.75037  1.56878  -0.3712
C  3.10513  3.00332  1.83939  -0.0998
C  3.45920  4.22399  2.42107  -0.0801
C  2.47414  5.14914  2.79343  -0.0866
C  1.16001  4.90284  2.46434  -0.0888
C  0.82878  3.71549  1.83996  -0.1164
C  1.14773  1.48536  -1.98730  -0.3904
C  1.71005  1.88870  -3.20530  -0.0244
C  0.84397  2.11077  -4.26253  -0.0816
C  -0.47426  1.80274  -4.09177  -0.0875
C  -0.90744  1.33641  -2.88226  -0.1485
N  -0.14693  1.18720  -1.82216  0.1164
H  2.93852  1.63294  -0.90389  0.1158
H  3.36501  -0.49022  -0.47009  0.0581
H  4.81376  -2.24546  0.27609  0.1140
H  4.75945  -2.89641  2.75924  0.0971
H  3.11775  -1.73561  4.18446  0.0707
H  1.65719  -0.09483  3.36648  0.0701
H  3.83779  2.21520  1.57143  0.1121
H  4.54126  4.34805  2.60295  0.1083
H  2.82970  6.04220  3.31503  0.1057
H  0.35739  5.59631  2.64590  0.1014
H  -0.18977  3.55560  1.53541  0.0775
H  2.78843  2.09247  -3.25036  0.1154
H  1.16558  2.57453  -5.20764  0.1182
H  -1.13833  1.91054  -4.92162  0.0982
H  -1.92853  1.10778  -2.70386  0.0906
O  -2.41995  -1.91082  -1.06878  -0.0279
C  -1.16809  -1.85901  -1.09146  -0.6028
O  -0.45654  -1.45852  -0.12707  -0.0489
C  -0.39443  -2.30962  -2.33015  -0.0872
C  0.92708  -1.87563  -2.40972  0.0814
C  1.64789  -2.19495  -3.52801  -0.1021
C  1.12067  -2.94573  -4.55945  0.0834
C  -0.17453  -3.35336  -4.46589  -0.1180
C  -0.97916  -2.97625  -3.36392  0.0925
N  -0.74216  -4.11799  -5.55249  -0.3421
O  -1.84294  -4.61737  -5.34948  0.0821
O  -0.03146  -4.31110  -6.52446  0.0891
N  3.06134  -1.80016  -3.64329  -0.3297
O  3.55584  -1.50165  -2.56062  0.0631
O  3.59237  -1.83866  -4.72634  0.1098
H  1.33298  -1.24240  -1.62989  0.1116
H  1.71024  -3.24820  -5.38747  0.1268
H  -1.98836  -3.41321  -3.30388  0.1438

Cartesian forces (eV/Å) of the 6 atoms listed first:
0.6 -0.2 0.5
0.3 1.5 -0.4
1.5 1.0 -0.4
0.0 1.1 -0.5
0.3 -0.5 0.8
-0.6 1.0 -1.1

---

(2)
Entry from OMol25: a structure of composition C41H32Br4O5PS2Tl (wB97M-V/def2-TZVPD).

Properties
LUMO = 3.41 eV
Charge = -2
Energy = -13564.00274 Ha

Last column: Löwdin charge in e.
Element x y z (Å)
Tl  -1.31680  -0.49551  -2.59445  0.9418
O  -0.89503  2.54088  -0.52581  -0.5204
S  -1.01595  3.97962  -0.20484  0.9514
C  -2.77383  4.29377  0.28554  -0.3079
C  -3.75239  3.33209  -0.39085  -0.2389
C  -4.49509  2.47385  0.63092  -0.2520
C  -3.62406  1.37083  1.23696  -0.3246
S  -3.91837  -0.17864  0.34236  0.9742
O  -3.62751  0.16020  -1.08262  -0.6060
C  -2.54357  -1.08350  1.15756  -0.4462
C  -1.75150  -2.11999  0.32038  -0.4321
C  -1.29657  -3.29941  1.07416  0.0239
C  -1.56530  -3.49261  2.37697  -0.0926
C  -2.47554  -2.61933  3.08192  -0.1187
C  -2.99276  -1.53085  2.48619  -0.1155
C  -0.34275  4.20682  1.44316  -0.3932
C  -0.06539  3.08074  2.19976  -0.0620
C  0.41628  3.24509  3.49253  -0.0600
C  0.62748  4.51784  4.00477  -0.0954
C  0.36434  5.64023  3.22495  -0.0999
C  -0.11902  5.48568  1.93399  -0.1002
H  -2.95697  5.33393  0.00848  0.0771
H  -2.82878  4.21634  1.37128  0.0843
H  -3.23630  2.66953  -1.08929  0.0943
H  -4.47815  3.91347  -0.96337  0.1067
H  -5.36422  2.02018  0.14861  0.0980
H  -4.88568  3.12261  1.42317  0.1030
H  -3.88079  1.17790  2.28040  0.0811
H  -2.55273  1.57704  1.14932  0.0776
H  -1.50390  -2.82080  -1.48540  0.0266
H  -0.72473  -4.02869  0.50700  0.1177
H  -1.16803  -4.36161  2.88910  0.0884
H  -2.79255  -2.88727  4.08463  0.0873
H  -3.77702  -0.97010  2.99075  0.0873
H  -0.21859  2.09511  1.76724  0.0964
H  0.63557  2.36857  4.09137  0.0982
H  1.01059  4.63842  5.01081  0.0945
H  0.54388  6.63259  3.62063  0.0937
H  -0.31693  6.35082  1.30960  0.1044
O  -2.25771  -2.44021  -0.94251  -0.0905
C  -1.17392  -0.78991  0.66188  -0.1482
C  -0.00939  -0.67826  1.51479  -0.2150
C  -0.06065  -0.47007  2.90987  -0.0572
C  1.06108  -0.59888  3.71205  -0.1176
C  2.29710  -0.92623  3.16431  -0.1239
C  2.40293  -0.98401  1.77960  -0.1202
C  1.29903  -0.78680  0.95604  -0.2980
P  1.50445  -0.31706  -0.80022  1.0823
C  2.20044  1.38030  -0.61690  -0.3622
C  2.22278  2.14437  -1.78593  -0.1093
C  2.72606  3.43588  -1.79029  -0.0979
C  3.20041  3.99992  -0.61104  -0.1119
C  3.16326  3.25942  0.56177  -0.0976
C  2.66796  1.95972  0.55865  -0.0850
C  3.02157  -1.24919  -1.25998  -0.3543
C  4.31596  -0.73507  -1.28722  -0.1034
C  5.38523  -1.53312  -1.68121  -0.1137
C  5.17132  -2.85367  -2.04855  -0.1132
C  3.88050  -3.37142  -2.03281  -0.0919
C  2.81251  -2.57495  -1.65044  -0.0890
H  -1.01709  -0.27062  3.37083  0.1001
H  0.96095  -0.47895  4.78673  0.0903
H  3.16343  -1.08816  3.79472  0.0826
H  3.37647  -1.13078  1.32236  0.0994
H  1.82159  1.71648  -2.69912  0.1033
H  2.73051  4.01020  -2.70948  0.0947
H  3.58323  5.01414  -0.60506  0.0889
H  3.51293  3.69617  1.49069  0.0968
H  2.63309  1.39851  1.48523  0.0936
H  4.49991  0.29280  -0.99667  0.0937
H  6.38698  -1.11770  -1.69772  0.0875
H  6.00401  -3.47501  -2.35851  0.0879
H  3.69210  -4.39397  -2.33793  0.0659
H  1.80087  -2.96971  -1.69093  0.0552
Br  0.07522  -7.82604  -4.68343  0.6074
C  -0.62640  -6.06395  -4.57380  -0.7893
C  -1.54317  -5.60555  -5.49317  -0.7855
Br  -2.13689  -6.73518  -6.90350  0.6076
C  -2.03034  -4.29266  -5.39296  -0.6458
Br  -3.30715  -3.61768  -6.63212  0.6637
C  -1.62203  -3.37710  -4.39988  -0.4613
O  -2.06531  -2.18261  -4.33105  -0.2830
C  -0.63632  -3.87180  -3.42797  -0.4204
O  -0.23989  -3.08025  -2.47620  -0.2607
C  -0.19853  -5.18758  -3.55390  -0.6188
Br  1.00958  -5.78963  -2.20687  0.7218

Cartesian forces (eV/Å) of the 6 atoms listed first:
-0.1 0.0 -0.2
0.0 0.0 0.0
0.0 0.0 -0.1
0.1 0.0 0.0
-0.1 0.1 -0.1
0.0 0.0 0.1